# 1
Entry from the Open Molecules 2025 dataset: a 2-piece molecular cluster, C34H37NO4P overall in a non-equilibrium geometry (ωB97M-V/def2-TZVPD).

XYZ file:
```
77
Properties=species:S:1:pos:R:3
C -1.82969 2.73108 5.50529
O -2.04889 1.58888 4.65119
C -0.94485 0.90169 4.25059
C -1.14724 -0.09516 3.27440
C -0.06448 -0.80196 2.79936
C 1.23077 -0.56059 3.28799
P 2.73863 -1.38467 2.64715
C 1.92624 -2.53119 1.46983
C 1.68924 -2.23898 0.11586
C 1.01296 -3.12630 -0.69332
C 0.53021 -4.33132 -0.14269
O -0.15204 -5.15237 -0.98639
C -0.78530 -6.30729 -0.39645
C 0.73793 -4.63162 1.22582
C 1.42392 -3.73007 2.01751
C 3.23332 -0.09627 1.44051
C 4.40615 -0.35691 0.70280
C 4.82923 0.51536 -0.28166
C 4.05822 1.67032 -0.55837
O 4.38704 2.56464 -1.52976
C 5.50031 2.21728 -2.38042
C 2.87346 1.92935 0.16133
C 2.46940 1.04408 1.13755
C 1.42652 0.44520 4.25860
C 0.35473 1.17020 4.74538
H -2.82399 3.15994 5.61826
H -1.42653 2.42412 6.48067
H -1.14440 3.45381 5.03866
H -2.15196 -0.28138 2.90273
H -0.24680 -1.54017 2.02266
H 2.01955 -1.30277 -0.32709
H 0.83729 -2.91222 -1.74477
H -1.32441 -6.75619 -1.22891
H -0.03828 -7.00700 0.00452
H -1.47957 -6.01687 0.40564
H 0.34685 -5.55728 1.65130
H 1.55730 -3.95229 3.07768
H 4.98448 -1.26413 0.88469
H 5.73610 0.30873 -0.85251
H 5.52083 3.02001 -3.11553
H 6.44008 2.18885 -1.81078
H 5.34203 1.24504 -2.86989
H 2.29142 2.81747 -0.07223
H 1.53404 1.25106 1.65117
H 2.42862 0.67712 4.62514
H 0.50814 1.95492 5.48838
C 4.17003 -8.13410 6.69057
C 3.54116 -7.16378 5.70969
N 3.76320 -5.79467 6.21841
C 4.14673 -4.82330 5.38384
C 4.33923 -3.48805 5.77658
C 5.09070 -2.58193 5.04440
C 5.40965 -1.25177 5.48135
C 6.45617 -0.52305 4.85724
C 6.80248 0.74941 5.28821
C 6.10554 1.34737 6.35104
C 5.06339 0.64983 6.97686
C 4.71524 -0.62816 6.55143
C 3.92201 -5.62889 7.65806
C 3.15054 -6.73054 8.35959
O 3.61440 -8.03491 8.00456
H 3.96396 -9.17409 6.40029
H 5.26218 -7.94815 6.72906
H 4.01916 -7.25364 4.72991
H 2.46301 -7.38286 5.62559
H 4.31284 -5.12927 4.34535
H 3.87494 -3.15784 6.70882
H 5.55400 -2.93638 4.12176
H 6.99006 -0.99904 4.03337
H 7.61873 1.28423 4.79992
H 6.37314 2.34821 6.68819
H 4.51840 1.10340 7.80592
H 3.89963 -1.15936 7.03921
H 4.99315 -5.70750 7.93126
H 3.54565 -4.65493 7.97927
H 3.32203 -6.66682 9.44422
H 2.06955 -6.63674 8.13700
```

## Properties
Electronic energy: -54818.898 eV
LUMO energy: -4.48 eV
Total charge: +1
Frontier orbital gap: 5.2 eV

Löwdin atomic charge list, values in e, 8 entries:
1. C -0.065
2. O -0.086
3. C -0.266
4. C 0.007
5. C -0.077
6. C -0.398
7. P 1.080
8. C -0.403

---

# 2
Entry from the Open Molecules 2025 dataset: C34H38B4N2O34V as an isolated structure in a non-equilibrium geometry (ωB97M-V/def2-TZVPD).

XYZ file:
```
113
Properties=species:S:1:pos:R:3
V -0.39914 0.13076 -0.05454
O 4.29032 -5.17122 0.74803
C 3.06943 -5.03254 1.00237
O 2.14590 -4.77913 0.15748
B 0.88155 -4.61802 0.85576
O 1.09896 -5.11452 2.22960
C 2.39523 -5.52960 2.26307
O 2.93056 -6.13025 3.24588
O -0.30247 -5.30637 0.25127
C -1.21281 -4.36396 -0.04748
O -2.30307 -4.46455 -0.65415
C -0.65825 -2.98766 0.44011
O 0.49454 -3.18226 0.95264
O -1.10700 -1.88975 0.20951
O 7.32486 -1.88637 4.01221
C 6.12549 -2.01372 3.95576
O 5.11689 -1.12038 4.33615
B 3.90619 -1.58656 3.66750
O 4.13495 -3.00276 3.29176
C 5.50191 -3.16722 3.19672
O 6.20755 -4.00743 2.53463
O 2.72757 -1.35311 4.55522
C 1.65115 -0.99369 3.83221
O 0.47139 -0.92306 4.13022
C 2.21622 -0.66414 2.40867
O 3.53591 -0.94938 2.39026
O 1.51654 -0.40407 1.41439
O 1.84054 0.05632 -4.03144
C 2.14956 -1.03681 -3.60414
O 3.00380 -1.93637 -4.09261
B 3.09085 -3.07993 -3.17439
O 1.97633 -2.83545 -2.14261
C 1.51908 -1.63713 -2.34053
O 0.78837 -1.02251 -1.61535
O 4.30718 -3.08511 -2.39186
C 4.88848 -4.22639 -2.38289
O 5.73054 -4.49251 -1.55800
C 4.18453 -5.13465 -3.33715
O 3.10725 -4.44156 -3.74889
O 4.47783 -6.30451 -3.64702
O 7.01382 -1.36252 -2.62732
C 6.20081 -0.80049 -1.86224
O 5.48842 0.28022 -2.06081
B 4.78597 0.65292 -0.81962
O 5.32703 -0.23988 0.21821
C 5.90418 -1.25780 -0.42676
O 6.21188 -2.33383 0.13173
O 3.31978 0.55807 -1.01796
C 2.71501 1.72608 -0.74301
O 1.52059 1.93926 -0.66112
C 3.86367 2.71856 -0.37572
O 5.03071 2.07357 -0.40066
O 3.68622 3.89496 0.05865
C -2.99326 -0.88621 -2.50341
C -3.19064 0.51930 -3.13725
C -4.67438 0.90069 -2.90568
C -4.90877 2.38352 -3.24406
C -3.95269 3.27684 -2.47320
C -2.46407 2.89076 -2.39977
N -2.33466 1.41164 -2.24540
O -0.96824 1.06814 -2.20252
C -1.86538 3.51143 -3.69808
C -1.80039 3.51082 -1.07530
C -2.65876 0.51735 -4.62125
H -2.05714 -1.32379 -2.85023
H -3.75157 -1.59650 -2.83289
H -3.11663 -0.74273 -1.42996
H -5.32315 0.14622 -3.35062
H -4.86079 0.75670 -1.84143
H -5.92563 2.66454 -2.96998
H -4.71768 2.54451 -4.30504
H -4.29278 3.33338 -1.43916
H -4.18276 4.31218 -2.72469
H -2.44969 3.15416 -4.54604
H -1.89495 4.60103 -3.69701
H -0.84924 3.21303 -3.95601
H -0.78236 3.12982 -0.99430
H -1.61342 4.58344 -1.12652
H -2.43986 3.27639 -0.22430
H -2.85796 -0.49519 -4.97224
H -1.61292 0.77040 -4.79528
H -3.26689 1.10655 -5.30764
H -0.67753 1.44636 -3.03560
C 0.08198 2.95323 2.21175
C -1.33166 2.42077 2.79952
C -2.18595 3.71100 2.72766
C -3.70894 3.57840 2.88405
C -4.20650 2.44428 2.03826
C -3.51066 1.05039 2.17268
N -2.02941 1.35424 1.97842
O -1.35574 0.18636 1.99357
C -3.81157 0.47612 3.63091
C -3.99769 0.10166 1.09320
C -1.00891 2.12544 4.22456
H -0.16746 3.22427 1.18588
H 0.75422 2.09741 2.27308
H 0.46246 3.81758 2.75604
H -1.76543 4.47891 3.37695
H -1.98845 4.08905 1.72458
H -4.11499 4.52134 2.51786
H -3.91776 3.44491 3.94549
H -4.30207 2.82615 1.02183
H -5.18293 2.09220 2.37103
H -4.80800 0.07281 3.81137
H -3.21935 -0.40185 3.88889
H -3.71927 1.25750 4.38525
H -3.62192 -0.91406 1.21653
H -5.08104 0.07651 0.97570
H -3.61855 0.65700 0.23533
H -0.21489 1.37946 4.25855
H -1.87032 1.81278 4.81474
H -0.55664 2.93998 4.79031
H -1.41123 -0.02032 2.92941
```

## Properties
Electronic energy: -136883.120 eV
LUMO energy (spin up / spin down): 2.78 / 2.78 eV
2S+1: 4
Total charge: -2
<S²>: 3.753
Frontier orbital gap (spin up / spin down): 7.1 / 7.1 eV

Löwdin atomic charge list, values in e, 8 entries:
1. V 1.123
2. O 0.147
3. C -0.365
4. O 0.267
5. B -0.844
6. O 0.208
7. C -0.293
8. O 0.083

---

# 3
Entry from the Open Molecules 2025 dataset: a 2-piece molecular cluster, C34H38BBr2NO2S overall in a non-equilibrium geometry (ωB97M-V/def2-TZVPD).

XYZ file:
```
79
Properties=species:S:1:pos:R:3
Br -5.23789 2.95843 -3.87117
C -3.63751 2.16502 -3.20896
C -3.53973 0.76492 -3.15419
C -2.40234 0.19097 -2.59943
C -1.35790 1.00192 -2.07450
C -0.17780 0.44829 -1.46377
C 1.09036 1.03363 -1.69783
C 1.97817 0.42500 -2.55689
C 3.25910 0.96361 -2.95346
C 4.30930 0.08866 -3.33881
C 5.54737 0.59246 -3.72717
C 5.73962 1.98213 -3.79444
Br 7.42374 2.66379 -4.29987
C 4.69996 2.85959 -3.45143
C 3.47217 2.35975 -3.01254
C -1.47614 2.40559 -2.16492
C -2.61186 2.97884 -2.71399
H -4.36551 0.13611 -3.49759
H -2.31775 -0.89718 -2.52358
H -0.24775 -0.61110 -1.22265
H 1.35729 2.00944 -1.25604
H 1.66335 -0.49676 -3.05847
H 4.13359 -0.99089 -3.29547
H 6.35272 -0.08384 -3.98129
H 4.84854 3.92940 -3.52631
H 2.65426 3.02343 -2.72704
H -0.68276 3.02678 -1.75075
H -2.72388 4.05967 -2.73054
C -0.33306 -3.25137 5.87369
C -0.22071 -2.26262 4.78160
C 0.21668 -0.95651 4.87991
C 0.30014 -0.28460 3.61946
C -0.15789 -1.06786 2.57275
B 0.15259 -0.99188 0.95267
C -1.23263 -0.11333 1.03246
C -2.42256 -0.65723 0.52736
C -3.58332 0.10695 0.44527
C -3.59021 1.44733 0.91823
N -4.70332 2.23264 0.84051
C -4.76418 3.51444 1.51502
C -5.82126 1.88763 -0.01188
C -2.39196 1.97048 1.47287
C -1.22746 1.22597 1.44686
O 1.43628 -0.41486 0.78128
C 2.31201 -1.54150 0.81094
C 3.56864 -1.23334 0.02301
C 2.74527 -1.83264 2.23338
C 1.42231 -2.73781 0.22297
C 1.59404 -2.92133 -1.27865
C 1.62464 -4.08271 0.89840
O 0.06226 -2.31141 0.43278
S -0.67675 -2.61956 3.13472
H -0.02095 -2.77557 6.80824
H -1.36354 -3.60547 5.98282
H 0.31519 -4.11538 5.68079
H 0.49680 -0.50809 5.83028
H 0.63040 0.74210 3.51903
H -2.44267 -1.68503 0.16284
H -4.48845 -0.31083 -0.00233
H -4.63473 3.38712 2.59957
H -3.98753 4.20243 1.15128
H -5.74906 3.94336 1.31363
H -5.55831 1.96153 -1.08021
H -6.17893 0.87166 0.20178
H -6.62423 2.60093 0.19534
H -2.36343 2.97468 1.89760
H -0.29261 1.67389 1.77871
H 4.12361 -2.16388 -0.15258
H 3.35738 -0.73479 -0.92517
H 4.21244 -0.57881 0.61845
H 3.55833 -2.57135 2.23823
H 3.11053 -0.90813 2.69567
H 1.92610 -2.23674 2.83624
H 2.58404 -3.33031 -1.52608
H 0.85000 -3.64478 -1.63470
H 1.45304 -1.97065 -1.80257
H 2.64789 -4.43341 0.70616
H 1.43918 -4.06258 1.97915
H 0.93923 -4.81448 0.45530
```

## Properties
Electronic energy: -193053.746 eV
LUMO energy: -2.26 eV
Total charge: 0
Frontier orbital gap: 3.6 eV

Löwdin atomic charge list, values in e, 8 entries:
1. Br 0.736
2. C -0.686
3. C -0.121
4. C -0.010
5. C -0.208
6. C 0.033
7. C -0.058
8. C -0.051

---

# 4
Entry from the Open Molecules 2025 dataset: C34H38CaClN7O5SSeSi as an isolated structure (ωB97M-V/def2-TZVPD).

XYZ file:
```
89
Properties=species:S:1:pos:R:3
Ca 0.85254 1.01578 0.34652
Cl 7.75072 4.34252 0.49118
C 6.34057 3.32017 0.47837
C 6.49614 1.92973 0.37400
C 5.40630 1.10302 0.36303
C 4.07409 1.60521 0.45691
O 3.07758 0.80308 0.45081
C 3.94629 3.02719 0.55723
C 2.67682 3.69576 0.65494
O 1.56260 3.17834 0.68404
C 5.08831 3.85481 0.56545
H 7.49366 1.51550 0.29827
H 5.52875 0.03140 0.26960
H 2.73735 4.79662 0.71278
H 4.96178 4.92845 0.64287
C -4.24348 -2.84679 0.61250
N -2.90372 -3.40009 0.62547
C -2.59019 -4.74455 0.61516
C -1.25365 -4.84015 0.64539
N -0.74327 -3.54557 0.67746
C -1.77697 -2.64297 0.65923
S -1.79398 -0.95871 0.67516
C 0.66002 -3.29647 0.67969
C 1.47419 -4.18636 -0.00983
C 2.84089 -3.98134 0.03654
C 3.33189 -2.90084 0.74786
C 2.42545 -2.07128 1.38567
N 1.10451 -2.25926 1.36497
H -4.94896 -3.67423 0.61606
H -4.38581 -2.24367 -0.28347
H -4.39692 -2.22285 1.49103
H -3.34749 -5.50721 0.61035
H -0.61632 -5.70250 0.69841
H 1.04888 -4.98249 -0.60325
H 3.50826 -4.64353 -0.49904
H 4.38974 -2.68675 0.79932
H 2.77665 -1.20915 1.93445
O -4.82458 -1.92303 3.80316
C -4.38997 -0.99011 4.78067
N -3.07597 -0.57584 4.37506
C -2.18859 -0.10473 5.28407
O -2.43797 -0.03841 6.47675
C -0.85376 0.29159 4.73659
C 0.26063 0.30697 5.56251
C 1.49130 0.61844 5.01043
C 1.56377 0.87612 3.65020
N 0.49391 0.88341 2.85358
C -0.69149 0.63184 3.40395
H -5.73105 -2.16909 4.01090
H -4.32286 -1.44049 5.77235
H -5.07456 -0.13576 4.82225
H -2.83233 -0.68799 3.39995
H 0.14471 0.07370 6.61295
H 2.38864 0.64063 5.61299
H 2.51674 1.06601 3.16563
H -1.53683 0.70825 2.73399
C -0.94564 4.14182 -2.02208
N -1.86371 3.02587 -2.10980
C -2.26318 2.27124 -1.07087
Se -1.99408 2.57900 0.72824
N -2.95826 1.22692 -1.56904
C -2.98529 1.28486 -2.95156
C -3.55742 0.47027 -3.91453
C -3.41764 0.86571 -5.23659
C -2.73445 2.03390 -5.57943
C -2.15913 2.84496 -4.61409
C -2.29639 2.44666 -3.29532
H -0.93311 4.49183 -0.99319
H -1.27610 4.94007 -2.68520
H 0.05154 3.79595 -2.29697
H -3.22198 0.45875 -0.97021
H -4.08924 -0.43306 -3.64690
H -3.84703 0.25513 -6.01973
H -2.64158 2.30465 -6.62254
H -1.61481 3.73971 -4.88351
C 0.55785 -1.87011 -2.60518
Si 0.87658 -0.03752 -2.94944
C 2.74022 0.16955 -3.14702
C 0.10396 0.33898 -4.62114
O 0.31600 0.86822 -1.74335
H 0.51872 -2.45759 -3.52769
H -0.39659 -1.98685 -2.08132
H 1.34615 -2.29197 -1.97832
H 3.14286 -0.49663 -3.91646
H 3.25305 -0.04671 -2.20500
H 2.99419 1.19543 -3.42885
H 0.57798 -0.27157 -5.39602
H 0.23214 1.38751 -4.90268
H -0.96867 0.12271 -4.63731
```

## Properties
Electronic energy: -171571.701 eV
LUMO energy: 0.25 eV
Total charge: 0
Frontier orbital gap: 7.8 eV

Löwdin atomic charge list, values in e, 8 entries:
1. Ca 1.194
2. Cl 0.634
3. C -0.682
4. C -0.099
5. C -0.007
6. C -0.373
7. O -0.230
8. C -0.129

---

# 5
Entry from the Open Molecules 2025 dataset: C34H38Cl2GeMnN4O2PS4 as an isolated structure in a non-equilibrium geometry (ωB97M-V/def2-TZVPD).

XYZ file:
```
87
Properties=species:S:1:pos:R:3
Mn -0.13031 -0.89126 -1.12327
Cl -1.30209 -2.59265 -0.14188
C -2.64606 -3.14044 -1.15979
C -2.89100 -4.46122 -1.04400
C -4.02594 -5.01125 -1.59717
C -4.87830 -4.17884 -2.31130
C -4.55144 -2.85846 -2.44774
Cl -5.62479 -1.91595 -3.39180
C -3.45288 -2.23102 -1.80459
S -3.04898 -0.55843 -2.29206
H -2.22705 -5.05765 -0.41965
H -4.35648 -6.04287 -1.38996
H -5.73176 -4.53663 -2.92241
C 3.40698 -3.74440 -4.29027
C 2.84174 -2.43243 -4.14720
N 3.09865 -1.52984 -5.03019
N 2.56833 -0.35446 -4.54480
C 1.81142 -0.54570 -3.52959
S 0.85871 0.58252 -2.56523
N 1.90179 -1.90802 -3.22870
N 1.35864 -2.30385 -2.01432
H 3.89433 -3.68436 -5.25070
H 2.59634 -4.45124 -4.17518
H 4.18818 -3.81459 -3.57504
H 2.91192 0.53824 -4.85051
H 2.03814 -2.39978 -1.27794
H 0.99779 -3.25296 -2.12184
C -3.70032 1.51846 3.83529
C -2.52990 0.81667 3.23322
C -1.11810 1.16130 3.73771
O -2.57399 1.30971 1.76683
P -3.53664 0.56589 0.76098
S -4.32839 -1.02956 1.16347
S -2.09829 0.49025 -0.92389
O -4.55574 1.59314 0.22528
C -4.34540 3.02816 -0.20821
C -5.46282 3.76941 0.52933
C -4.34787 3.19733 -1.70101
H -3.74286 1.49402 4.89092
H -4.68014 1.12443 3.52479
H -3.72888 2.59075 3.61999
H -2.62438 -0.30776 3.19728
H -0.82934 2.14138 3.43058
H -0.42805 0.36180 3.43785
H -1.11627 1.22055 4.81802
H -3.35688 3.19885 0.21154
H -6.43348 3.73168 -0.06014
H -5.17007 4.78508 0.58436
H -5.45222 3.33813 1.54681
H -5.38691 3.00721 -2.07848
H -3.69705 2.48094 -2.24686
H -4.15219 4.20739 -1.91636
C 0.72541 -0.47197 0.05555
Ge 2.41872 0.42099 0.89651
C 3.80995 -0.05310 -0.39895
C 4.40793 -1.30073 -0.26311
C 5.17746 -1.84548 -1.30436
C 5.49845 -0.94281 -2.40144
C 5.03407 0.35946 -2.40653
C 4.08587 0.80407 -1.45183
C 2.41234 -0.42314 2.64706
C 3.56447 -0.37120 3.45121
C 3.56161 -0.96331 4.69315
C 2.45581 -1.73981 5.07270
C 1.33588 -1.86770 4.25865
C 1.35539 -1.19391 3.05295
C 1.93852 2.27271 0.75575
C 0.63031 2.63875 0.63686
C 0.26189 4.00826 0.58272
C 1.22339 4.98111 0.82600
C 2.54494 4.55734 0.87957
C 2.93656 3.22661 0.79378
H 4.23914 -1.85236 0.63541
H 5.50280 -2.86835 -1.22462
H 6.27193 -1.34118 -3.07050
H 5.18273 1.06472 -3.14720
H 3.55672 1.78129 -1.53388
H 4.42442 0.27652 3.17842
H 4.38712 -0.89912 5.37579
H 2.50646 -2.22112 6.04645
H 0.56665 -2.46180 4.67977
H 0.43778 -1.11291 2.44886
H -0.14206 1.88924 0.45957
H -0.78574 4.32257 0.44144
H 0.93232 5.96811 0.77814
H 3.32945 5.34877 0.98998
H 4.00157 2.99184 0.83397
```

## Properties
Electronic energy: -211424.103 eV
LUMO energy (spin up / spin down): -5.62 / -5.62 eV
Total charge: +2
Frontier orbital gap (spin up / spin down): 8.1 / 8.1 eV

Löwdin atomic charge list, values in e, 8 entries:
1. Mn -0.151
2. Cl 0.831
3. C -0.594
4. C -0.119
5. C -0.028
6. C -0.087
7. C -0.678
8. Cl 0.752

---

The lowest total charge belongs to which entry?
C34H38B4N2O34V

---

Among the records above, which one has the highest total charge?
C34H38Cl2GeMnN4O2PS4

---

Look up the total charge of the third one.
0

---

Look up the total charge of the fourth one.
0